The following is a DFT calculation (ωB97M-V with the def2-TZVPD basis set) of a cluster of 2 separate species, CHNO5 in total at a distorted geometry.

XYZ file:
```
8
Properties=species:S:1:pos:R:3:lowdin_charge:R:1
O -2.41316 -0.39536 0.71391 0.1395
O 3.14269 -0.79376 0.34471 0.2422
O 1.27471 0.52591 0.23965 0.1781
N -1.48348 -0.28189 0.00815 -0.4902
O -1.24269 1.05593 -0.21248 0.1164
O -0.82450 -1.12657 -0.47054 0.1228
C 2.14306 -0.25721 0.20873 -0.3858
H -0.59663 1.27296 -0.83214 0.0770
```

For the HOMO-LUMO gap, the calculation gives 11.8992 eV. The total energy comes out at -469.54802 Eh. The SMILES is O=[N+]([O-])O.O=C=O. As for the HOMO energy: -11.7 eV.